(1)
38
Properties=species:S:1:pos:R:3:nbo_charge:R:1 method="wB97M-V/def2-TZVPD" homo_energy_ev=-10.47 homo_lumo_gap_ev=9.801 total_charge=0 total_energy_ha=-16732.43675
C 5.246 -1.815 5.552 -0.458
Br 6.755 -0.627 5.947 0.090
Br 5.992 -3.626 5.205 0.066
Br 4.243 -1.193 3.982 0.075
H 4.556 -1.892 6.393 0.226
C -1.067 1.379 1.408 -0.459
Br -0.476 3.121 0.735 0.093
Br -2.130 0.297 0.099 0.062
Br -1.971 1.620 3.147 0.086
H -0.175 0.767 1.547 0.218
C -1.053 4.476 -4.530 -0.630
C -1.551 5.453 -5.565 -0.077
O -2.323 6.494 -4.923 -0.490
C -3.084 7.266 -5.783 0.689
O -3.109 7.195 -7.000 -0.540
C -4.028 8.281 -5.093 0.906
F -3.859 8.175 -3.767 -0.307
F -3.760 9.533 -5.541 -0.306
F -5.250 7.948 -5.400 -0.289
H -0.335 5.002 -3.900 0.220
H -0.726 3.583 -5.062 0.225
H -1.911 4.088 -3.980 0.219
H -2.059 4.957 -6.392 0.199
H -0.694 5.941 -6.030 0.183
C -0.573 -4.765 3.672 -0.648
C 0.217 -5.053 2.420 -0.073
O 1.410 -5.791 2.511 -0.481
C 1.365 -7.157 2.694 0.690
O 0.373 -7.829 3.065 -0.541
C 2.707 -7.841 2.241 0.908
F 3.120 -8.699 3.122 -0.288
F 2.531 -8.479 1.030 -0.316
F 3.675 -6.926 2.136 -0.305
H -0.686 -5.705 4.212 0.226
H -1.498 -4.190 3.627 0.235
H 0.103 -4.238 4.346 0.205
H 0.439 -4.047 2.063 0.200
H -0.413 -5.703 1.813 0.188



(2)
24
Properties=species:S:1:pos:R:3:mulliken_charge:R:1 method="wB97M-V/def2-TZVPD" homo_energy_ev="-5.98 / -9.36" homo_lumo_gap_ev="6.748 / 6.661" total_charge=0 total_energy_ha=-3061.87341 multiplicity=3
C 1.669 -1.747 -0.252 -0.205
C 1.540 -1.083 1.060 -0.495
C 0.629 -1.973 -1.066 -0.629
C 0.470 -0.290 1.361 -1.037
C 0.125 2.466 -0.152 -0.534
C 1.058 1.523 -0.848 -0.936
C -0.758 -1.561 -0.811 0.135
C -0.335 1.056 -0.617 -0.099
C -0.587 -0.051 0.389 1.232
C -1.886 0.054 1.146 -1.331
F -1.532 -2.497 -0.235 -0.325
Br -3.657 0.499 0.063 -0.244
H 2.643 -2.011 -0.598 0.441
H 2.217 -1.241 1.917 0.348
H 0.690 -2.467 -2.069 0.331
H 0.522 0.318 2.307 0.302
H 0.389 2.489 0.921 0.243
H -0.160 3.449 -0.662 0.264
H 1.375 1.786 -1.816 0.307
H 1.936 1.210 -0.383 0.278
H -1.261 -0.928 -1.597 0.389
H -0.989 0.963 -1.528 0.436
H -1.843 0.855 1.887 0.526
H -2.255 -0.820 1.586 0.602



(3)
27
Properties=species:S:1:pos:R:3:nbo_charge:R:1 method="wB97M-V/def2-TZVPD" homo_energy_ev="-10.81 / -10.81" homo_lumo_gap_ev="6.312 / 6.313" total_charge=+1 total_energy_ha=-3221.81559
C 2.307 -0.903 0.741 -0.265
C 1.948 2.003 0.700 -0.147
C 1.135 -0.283 0.563 -0.066
C -0.163 -0.839 0.330 -0.146
C 0.968 1.151 0.439 0.234
C -0.910 0.202 -0.219 0.123
C 3.154 1.393 1.210 -0.504
C -1.295 -2.810 -0.454 0.006
C 3.495 -0.066 0.885 -0.060
C -3.149 1.028 -0.897 0.557
N -0.482 -2.208 0.326 -0.351
N -2.951 1.582 -2.079 -0.730
O -0.382 1.414 -0.019 -0.462
O -3.910 -0.032 -0.945 -0.629
Br 4.544 -0.178 -1.116 -0.204
H 2.454 -2.006 0.516 0.218
H 1.950 3.081 0.448 0.247
H 3.975 1.835 0.823 0.256
H 3.218 1.572 2.252 0.248
H -1.358 -3.876 -0.185 0.215
H -2.155 -2.326 -0.933 0.217
H 4.219 -0.385 1.590 0.231
H -2.895 1.449 -0.047 0.203
H 0.306 -2.725 0.693 0.440
H -2.846 2.600 -2.273 0.443
H -3.197 1.021 -2.869 0.419
H -3.850 -0.587 -0.201 0.509



(4)
26
Properties=species:S:1:pos:R:3:mulliken_charge:R:1 method="wB97M-V/def2-TZVPD" homo_energy_ev="-5.82 / -5.97" homo_lumo_gap_ev="4.082 / 4.416" total_charge=0 total_energy_ha=-3919.49976 multiplicity=4
C -1.004 0.919 -1.216 -0.426
C -1.370 2.034 -2.019 -0.776
C -0.208 2.838 -2.250 -0.283
C 0.898 2.214 -1.607 -1.187
C 0.433 1.043 -0.954 -0.007
Nd -0.802 -0.551 2.257 1.254
P 0.280 -3.107 1.249 -0.232
H -1.667 0.123 -0.855 0.227
H -2.365 2.234 -2.421 0.375
H -0.176 3.771 -2.814 0.403
H 1.028 0.342 -0.370 0.616
H 1.925 2.559 -1.621 0.413
H 1.544 -3.255 0.578 0.169
H -0.528 -3.703 0.209 0.148
H 0.415 -4.281 2.040 0.154
Br -0.873 -1.392 4.802 -0.421
C 1.028 0.197 4.011 -0.069
C 1.125 1.484 4.440 -0.165
C 1.444 2.443 3.438 -0.581
C 1.335 2.048 2.106 -0.118
N 1.228 0.735 1.782 -0.286
C 1.530 -0.178 2.782 -0.909
H 0.981 1.757 5.480 0.450
H 1.644 3.488 3.679 0.356
H 1.296 2.747 1.278 0.430
H 1.873 -1.166 2.482 0.466



(5)
25
Properties=species:S:1:pos:R:3:nbo_charge:R:1 method="wB97M-V/def2-TZVPD" homo_energy_ev=-9.01 homo_lumo_gap_ev=9.449 total_charge=0 total_energy_ha=-3092.11275 smiles="CC(C)(O)C#C[C@@H]1C=CN=C(Br)C1"
C 1.267 1.357 -1.922 -0.613
C 1.763 0.870 -0.464 0.229
C 3.258 0.354 -0.389 -0.616
O 1.649 1.923 0.485 -0.708
C 0.802 -0.304 -0.157 -0.015
C -0.253 -0.937 -0.072 -0.055
C -1.148 -2.009 0.336 -0.306
C -1.652 -2.608 -0.940 -0.218
C -2.606 -1.884 -1.513 -0.034
N -2.983 -0.616 -1.086 -0.457
C -2.849 -0.355 0.120 0.236
Br -3.225 1.379 0.649 0.083
C -2.335 -1.295 1.151 -0.490
H 0.254 1.356 -2.018 0.219
H 1.741 0.567 -2.554 0.224
H 1.768 2.384 -1.967 0.208
H 3.427 -0.215 0.555 0.223
H 3.557 -0.411 -1.151 0.216
H 3.831 1.201 -0.433 0.215
H 0.936 2.509 0.180 0.475
H -0.562 -2.740 0.988 0.249
H -1.511 -3.626 -1.254 0.231
H -3.063 -2.137 -2.443 0.204
H -3.097 -2.117 1.526 0.249
H -1.840 -0.796 1.999 0.252



(6)
41
Properties=species:S:1:pos:R:3:nbo_charge:R:1 method="wB97M-V/def2-TZVPD" homo_energy_ev=-9.63 homo_lumo_gap_ev=8.674 total_charge=0 total_energy_ha=-2875.51442
C 4.953 -0.264 1.649 -0.629
C 4.838 -1.018 0.219 -0.440
C 3.262 -0.975 -0.158 0.436
F 2.566 -1.191 1.054 -0.347
O 3.045 0.300 -0.774 -0.749
P 1.442 0.822 -0.758 2.443
O 1.097 1.285 0.644 -1.035
O 1.449 2.224 -1.742 -0.760
C 0.623 3.265 -1.171 -0.113
C -0.948 2.901 -1.078 -0.329
C -1.438 3.169 0.450 -0.648
I -2.069 4.294 -2.368 0.067
O 0.321 -0.214 -1.512 -0.921
S -0.165 -1.531 -0.624 2.163
O -0.453 -1.288 0.812 -0.824
O 0.702 -2.749 -0.804 -0.837
C -1.820 -2.033 -1.392 0.446
F -2.245 -1.010 -2.248 -0.298
F -1.590 -3.152 -2.225 -0.291
C -2.902 -2.491 -0.319 0.594
F -3.887 -3.201 -1.052 -0.298
F -2.419 -3.424 0.613 -0.287
C -3.702 -1.275 0.377 0.570
F -3.040 -0.052 0.300 -0.298
F -4.899 -1.109 -0.366 -0.301
C -4.159 -1.565 1.873 0.935
F -4.897 -2.733 1.942 -0.294
F -5.011 -0.506 2.251 -0.312
F -3.083 -1.535 2.741 -0.291
H 4.614 -0.918 2.507 0.225
H 4.226 0.621 1.592 0.221
H 5.980 0.196 1.813 0.217
H 5.241 -2.076 0.250 0.224
H 5.384 -0.363 -0.547 0.224
H 3.117 -1.845 -0.890 0.188
H 1.032 3.696 -0.191 0.217
H 0.680 4.143 -1.907 0.217
H -1.190 1.854 -1.434 0.231
H -2.034 4.133 0.448 0.220
H -2.050 2.300 0.861 0.232
H -0.571 3.317 1.164 0.232